w | ORCA calculation (wB97M-V/def2-TZVPD) on a molecular structure, C35H42BrF4O3PSSiY.

Cartesian coordinates (Å):
Y1 -1.736 0.704 0.518
Br1 -2.549 -1.624 2.636
S1 -2.258 -1.253 -0.956
P1 0.197 0.425 2.700
Si1 -0.641 -0.726 -2.231
F1 -2.600 -3.283 5.072
F2 -0.947 -3.352 7.198
F3 1.550 0.152 5.417
F4 1.114 -1.590 7.365
O1 0.022 0.504 -1.260
O2 0.495 -1.874 -2.377
O3 -1.130 0.039 -3.553
C1 -1.466 -0.207 -4.933
C2 2.981 -1.751 0.733
C3 0.549 -3.329 -2.305
C4 1.807 -1.166 1.178
C5 0.436 2.038 3.510
C6 1.548 4.168 3.677
C7 0.527 -3.804 -0.854
C8 4.189 -1.419 1.327
C9 -1.325 -1.565 4.090
C10 -4.265 1.349 1.006
C11 -0.610 -3.944 -3.081
C12 -3.419 2.084 1.870
C13 1.833 -0.248 2.231
C14 -0.369 3.707 5.047
C15 0.542 -0.703 5.271
C16 4.222 -0.499 2.365
C17 0.652 4.563 4.659
C18 1.039 1.487 -1.636
C19 -2.650 2.974 1.076
C20 -0.730 -2.488 6.227
C21 1.423 2.182 -0.333
C22 -3.026 2.779 -0.279
C23 -0.236 -0.764 -5.640
C24 -2.653 -1.157 -5.010
C25 -0.250 -0.675 4.125
C26 0.324 -1.594 6.307
C27 3.052 0.093 2.816
C28 -4.025 1.778 -0.315
C29 1.439 2.913 3.097
C30 -1.565 -2.453 5.123
C31 -0.485 2.453 4.471
C32 1.870 -3.709 -2.957
C33 0.460 2.515 -2.604
C34 -1.863 1.146 -5.512
C35 2.252 0.785 -2.234
H1 -0.497 2.888 -2.232
H2 1.430 -3.492 -0.328
H3 -3.477 2.097 2.949
H4 -0.523 -5.030 -3.075
H5 -1.027 1.845 -5.497
H6 -2.193 1.023 -6.544
H7 -0.348 -3.414 -0.341
H8 5.164 -0.235 2.826
H9 0.864 -1.416 0.702
H10 2.707 0.123 -1.496
H11 0.552 2.677 0.118
H12 2.140 2.618 2.328
H13 1.956 0.188 -3.097
H14 -2.738 3.408 -1.109
H15 1.836 -3.507 -4.029
H16 -4.579 1.471 -1.187
H17 -0.599 -3.601 -4.116
H18 2.988 1.521 -2.556
H19 0.125 -1.654 -5.123
H20 -2.953 -1.297 -6.048
H21 2.691 -3.134 -2.526
H22 2.339 4.835 3.358
H23 0.292 2.071 -3.580
H24 1.837 1.454 0.366
H25 1.149 3.354 -2.707
H26 -1.560 -3.669 -2.619
H27 -1.078 4.018 5.803
H28 0.748 5.537 5.120
H29 2.067 -4.771 -2.807
H30 2.956 -2.455 -0.090
H31 -0.474 -1.026 -6.671
H32 -1.284 1.788 4.780
H33 2.176 2.945 -0.523
H34 -2.409 -2.129 -4.585
H35 -2.683 1.570 -4.931
H36 3.103 0.821 3.610
H37 -3.492 -0.741 -4.452
H38 0.479 -4.893 -0.832
H39 -2.047 3.788 1.453
H40 0.564 -0.021 -5.645
H41 -5.035 0.657 1.312
H42 5.107 -1.873 0.979

The total charge is +1. The HOMO-LUMO gap is 8.33 eV.



x | ORCA calculation (wB97M-V/def2-TZVPD) on a molecular structure, C35H42BrF4O3PSSiY.

Cartesian coordinates (Å):
Y1 0.410 -0.974 0.481
Br1 -2.165 0.846 -0.279
S1 1.517 0.333 -1.368
P1 -1.843 -2.412 -0.669
Si1 1.726 1.867 0.049
F1 -4.910 -1.842 -4.826
F2 -5.023 0.844 -4.516
F3 -3.568 -3.346 -3.116
F4 -3.759 2.018 -2.471
O1 0.640 1.310 1.249
O2 3.154 1.841 0.800
O3 1.334 3.347 -0.441
C1 -0.536 -3.786 -2.657
C2 -4.204 -3.639 0.210
C3 4.968 2.232 -0.724
C4 -1.335 -3.923 -1.524
C5 4.219 4.020 0.874
C6 5.307 1.946 1.743
C7 -3.661 0.701 -2.611
C8 -3.102 -2.855 0.562
C9 0.466 -2.866 2.436
C10 2.402 -1.978 1.603
C11 1.941 3.920 -2.702
C12 -3.531 -2.025 -2.930
C13 1.965 -2.977 0.712
C14 -4.259 -1.262 -3.828
C15 0.766 -3.526 1.225
C16 0.737 5.506 -1.185
C17 -0.293 -6.173 -2.779
C18 -1.078 -6.313 -1.644
C19 -0.257 3.296 2.304
C20 -3.027 -2.339 1.850
C21 -0.786 0.990 3.122
C22 0.286 1.902 2.550
C23 0.883 4.061 -1.624
C24 -4.322 0.106 -3.672
C25 4.421 2.532 0.662
C26 -2.939 -0.074 -1.732
C27 1.477 -1.911 2.669
C28 -2.830 -1.459 -1.878
C29 -4.020 -2.605 2.784
C30 -0.452 3.495 -2.067
C31 -5.195 -3.910 1.138
C32 -5.102 -3.395 2.427
C33 -0.020 -4.909 -3.285
C34 -1.597 -5.189 -1.011
C35 1.510 1.931 3.446
H1 -2.206 -5.308 -0.124
H2 -0.627 3.705 3.246
H3 1.695 5.904 -0.848
H4 -1.290 -7.297 -1.247
H5 1.588 -1.310 3.558
H6 -1.084 3.279 1.590
H7 -4.286 -4.039 -0.795
H8 4.311 2.630 -1.502
H9 0.511 3.966 1.916
H10 -0.351 -3.103 3.101
H11 -0.407 -0.032 3.231
H12 5.175 4.535 0.767
H13 -1.197 3.602 -1.274
H14 2.495 -3.313 -0.168
H15 5.416 0.869 1.603
H16 5.058 1.155 -0.872
H17 0.018 5.589 -0.368
H18 -0.314 -2.802 -3.059
H19 -6.043 -4.520 0.856
H20 -1.686 0.982 2.502
H21 0.383 6.118 -2.017
H22 0.598 -4.797 -4.167
H23 2.893 4.328 -2.358
H24 3.840 4.222 1.879
H25 -2.193 -1.714 2.151
H26 5.952 2.685 -0.852
H27 2.083 2.876 -2.986
H28 2.262 2.632 3.083
H29 0.226 -4.360 0.803
H30 4.876 2.128 2.729
H31 3.520 4.439 0.150
H32 1.638 4.475 -3.592
H33 -1.080 1.322 4.118
H34 3.324 -1.421 1.529
H35 1.207 2.238 4.449
H36 1.973 0.946 3.508
H37 -0.365 2.439 -2.335
H38 0.110 -7.050 -3.268
H39 -0.810 4.044 -2.940
H40 6.299 2.400 1.712
H41 -3.948 -2.194 3.783
H42 -5.879 -3.606 3.150

The total charge is +1. The HOMO-LUMO gap is 8.78 eV.



Looking at the structures above, x is most stable, and the difference to the next one is 0.0101 hartree.